No. 1
7 unconnected molecules or ions with the total composition C31H78ClO15PS2. Source: OMol25; level of theory: the ωB97M-V functional and the def2-TZVPD basis.

## Properties
- Net charge: 0
- SMILES: CCOC[PH2](S)CCCCS(=O)(=O)Cl.COCCOC.COCCOC.COCCOC.COCCOC.COCCOC.COCCOC
- Multiplicity: 1
- Frontier orbital gap: 8.2 eV

Structure (XYZ):
```
128
C31H78ClO15PS2 (the ωB97M-V functional and the def2-TZVPD basis)
C 1.129 9.103 1.233
C 0.202 8.825 0.051
O 0.535 7.664 -0.702
C 0.489 6.430 -0.003
P -1.220 6.119 0.762
S -3.470 6.119 1.411
C -1.010 4.325 1.019
C 0.362 3.890 1.557
C 0.228 2.650 2.450
C 1.312 2.494 3.507
S 1.492 3.837 4.681
O 2.238 4.900 4.089
O 1.828 3.293 5.958
Cl -0.429 4.528 4.885
H 0.596 9.609 2.039
H 1.969 9.730 0.933
H 1.540 8.181 1.645
H 0.257 9.635 -0.676
H -0.842 8.775 0.384
H 1.306 6.350 0.724
H 0.656 5.668 -0.772
H -1.796 6.598 -0.432
H -0.981 6.923 1.886
H -3.307 6.058 2.743
H -1.812 4.022 1.688
H -1.233 3.870 0.048
H 1.041 3.664 0.731
H 0.828 4.705 2.111
H 0.261 1.751 1.829
H -0.745 2.646 2.944
H 2.314 2.466 3.066
H 1.170 1.607 4.125
C -2.163 0.609 0.927
O -1.416 1.004 -0.208
C -0.731 -0.063 -0.845
C -1.477 -0.579 -2.057
O -2.718 -1.160 -1.705
C -3.837 -0.329 -1.948
H -2.789 1.456 1.208
H -2.802 -0.255 0.730
H -1.500 0.368 1.765
H -0.568 -0.884 -0.138
H 0.247 0.311 -1.164
H -0.872 -1.351 -2.542
H -1.625 0.237 -2.774
H -4.029 -0.231 -3.022
H -3.702 0.669 -1.523
H -4.698 -0.804 -1.479
C 0.646 1.740 8.776
O -0.715 1.463 9.062
C -0.979 1.219 10.431
C -1.491 2.451 11.150
O -0.516 3.472 11.226
C -0.684 4.511 10.282
H 0.692 2.109 7.754
H 1.044 2.507 9.445
H 1.262 0.839 8.865
H -0.078 0.853 10.935
H -1.740 0.436 10.489
H -1.758 2.172 12.175
H -2.396 2.818 10.653
H -1.551 5.134 10.530
H -0.798 4.121 9.266
H 0.208 5.132 10.331
C -3.707 -4.240 -2.212
O -3.785 -5.168 -3.279
C -3.324 -4.642 -4.509
C -1.881 -5.006 -4.794
O -0.977 -4.424 -3.872
C -0.520 -5.325 -2.879
H -3.923 -4.782 -1.293
H -2.720 -3.782 -2.143
H -4.445 -3.440 -2.334
H -3.432 -3.551 -4.522
H -3.953 -5.054 -5.303
H -1.619 -4.638 -5.792
H -1.772 -6.096 -4.795
H 0.160 -6.070 -3.306
H -1.353 -5.837 -2.389
H 0.023 -4.737 -2.140
C 3.753 -8.895 -7.205
O 2.615 -9.643 -6.816
C 2.482 -9.799 -5.416
C 1.473 -8.833 -4.829
O 1.884 -7.484 -4.956
C 1.285 -6.807 -6.047
H 3.643 -8.669 -8.265
H 3.834 -7.961 -6.644
H 4.672 -9.475 -7.055
H 3.450 -9.664 -4.921
H 2.143 -10.821 -5.223
H 1.357 -9.047 -3.762
H 0.501 -8.983 -5.312
H 0.224 -6.622 -5.850
H 1.381 -7.370 -6.978
H 1.794 -5.850 -6.148
C -1.150 8.793 10.580
O -2.147 7.821 10.334
C -3.164 8.253 9.449
C -2.966 7.723 8.044
O -1.801 8.236 7.425
C -0.688 7.366 7.506
H -0.351 8.299 11.131
H -0.748 9.205 9.651
H -1.542 9.614 11.190
H -3.213 9.348 9.425
H -4.119 7.881 9.832
H -3.823 8.018 7.431
H -2.932 6.627 8.071
H -0.863 6.453 6.928
H -0.467 7.087 8.539
H 0.167 7.893 7.086
C 3.679 -8.355 -13.995
O 4.937 -8.008 -13.450
C 4.874 -6.993 -12.466
C 4.936 -7.553 -11.060
O 3.810 -8.356 -10.753
C 4.054 -9.747 -10.855
H 3.830 -9.242 -14.609
H 2.947 -8.576 -13.215
H 3.289 -7.551 -14.629
H 3.959 -6.401 -12.584
H 5.729 -6.327 -12.617
H 4.957 -6.721 -10.350
H 5.860 -8.129 -10.936
H 4.698 -10.091 -10.038
H 4.521 -10.011 -11.807
H 3.091 -10.249 -10.774
```

Here are the Löwdin charges for atoms 1 to 99, given in e: -0.068, -0.286, -0.213, -0.381, 0.614, 0.259, -0.366, -0.249, -0.259, -0.255, 0.368, -0.331, -0.343, 0.447, 0.078, 0.074, 0.060, 0.119, 0.090, 0.076, 0.098, 0.010, 0.012, -0.258, 0.036, 0.097, 0.121, 0.067, 0.105, 0.082, 0.118, 0.109, -0.110, -0.205, -0.198, -0.197, -0.208, -0.104, 0.094, 0.087, 0.079, 0.129, 0.126, 0.127, 0.129, 0.091, 0.085, 0.089, -0.103, -0.188, -0.209, -0.208, -0.188, -0.113, 0.062, 0.085, 0.091, 0.126, 0.124, 0.124, 0.127, 0.083, 0.084, 0.090, -0.106, -0.182, -0.203, -0.218, -0.194, -0.097, 0.092, 0.069, 0.084, 0.126, 0.126, 0.125, 0.118, 0.077, 0.087, 0.090, -0.102, -0.186, -0.208, -0.207, -0.198, -0.099, 0.072, 0.086, 0.092, 0.127, 0.125, 0.125, 0.128, 0.066, 0.087, 0.097, -0.109, -0.202, -0.203

No. 2
A molecular structure, C31H82ClF3Li2N4O11. Source: OMol25; level of theory: the ωB97M-V functional and the def2-TZVPD basis.

## Properties
- Net charge: 0
- Multiplicity: 1
- Frontier orbital gap: 8.8 eV

Structure (XYZ):
```
134
C31H82ClF3Li2N4O11 (the ωB97M-V functional and the def2-TZVPD basis)
Li -0.947 -0.076 1.426
Li 0.185 2.255 -0.915
C -0.570 1.897 3.469
O -0.459 0.751 4.439
O -0.407 1.537 2.191
C -2.009 2.329 3.755
F -2.891 1.295 3.582
F -2.197 2.816 5.038
F -2.381 3.312 2.913
C 0.497 0.906 5.475
C 1.918 1.034 4.868
H 2.016 1.875 4.280
H 2.664 1.107 5.663
H 2.108 0.136 4.319
H 0.293 0.093 6.121
H 0.219 1.757 6.078
H 0.034 2.778 3.981
Cl -1.103 0.179 -0.799
C -3.958 0.965 -4.186
C -2.497 1.209 -4.038
O -1.812 1.738 -5.182
H -4.228 0.351 -5.050
H -4.610 1.834 -4.192
H -4.271 0.378 -3.308
H -1.988 0.329 -3.644
H -2.377 1.922 -3.194
H -1.886 1.019 -5.838
C -0.393 -3.223 5.636
C -1.731 -2.515 5.630
O -2.026 -1.655 4.589
H 0.387 -2.524 5.255
H -0.385 -4.031 4.957
H -0.033 -3.536 6.596
H -1.837 -1.963 6.577
H -2.536 -3.292 5.567
H -1.652 -0.768 4.746
C -5.580 1.462 1.704
C -4.791 0.395 0.945
O -4.481 0.696 -0.405
H -4.913 2.318 1.935
H -5.833 0.902 2.616
H -6.494 1.806 1.249
H -5.406 -0.569 0.926
H -3.932 0.138 1.550
H -3.732 0.153 -0.651
C -3.328 -3.304 1.705
C -1.946 -2.876 1.147
O -1.343 -1.778 1.875
H -3.396 -4.446 1.625
H -4.180 -2.839 1.189
H -3.392 -3.071 2.777
H -2.018 -2.514 0.119
H -1.283 -3.745 1.191
H -1.513 -1.838 2.858
C 0.450 4.693 2.107
C 1.187 5.724 1.344
C 1.370 6.991 2.141
O 2.445 5.022 1.119
H -0.559 4.955 2.444
H 1.005 4.354 2.996
H 0.438 3.768 1.486
H 0.750 5.985 0.435
H 1.970 6.730 3.041
H 0.445 7.415 2.494
H 1.810 7.838 1.636
H 3.151 5.648 0.879
C 0.319 5.367 -4.007
C 0.219 4.481 -2.704
C -1.189 4.513 -2.073
O -1.083 3.837 -0.860
C -2.329 3.655 -0.274
N 0.599 3.093 -2.910
H 1.337 5.340 -4.385
H 0.124 6.426 -3.792
H -0.380 5.072 -4.761
H 0.918 4.898 -1.998
H -1.933 4.041 -2.714
H -1.526 5.595 -1.889
H -2.284 2.921 0.593
H -3.091 3.265 -0.957
H -2.652 4.625 0.068
H 1.555 2.894 -3.180
H 0.000 2.596 -3.572
C 2.759 0.429 1.336
C 2.996 1.049 -0.004
C 2.774 0.081 -1.124
O 3.147 0.772 -2.371
C 3.101 -0.209 -3.386
N 2.144 2.281 -0.214
H 2.999 1.161 2.143
H 3.213 -0.530 1.523
H 1.639 0.392 1.395
H 4.059 1.313 -0.149
H 1.704 -0.183 -1.196
H 3.388 -0.776 -1.004
H 3.062 0.315 -4.429
H 2.230 -0.861 -3.321
H 3.952 -0.868 -3.339
H 2.672 2.855 -0.886
H 2.140 2.730 0.684
C 4.683 -5.034 -2.274
C 4.690 -3.634 -1.685
C 3.977 -3.538 -0.352
O 2.582 -3.724 -0.640
C 1.864 -3.238 0.414
N 6.073 -3.250 -1.390
H 4.952 -5.038 -3.339
H 3.669 -5.467 -2.265
H 5.272 -5.723 -1.732
H 4.138 -2.943 -2.301
H 4.095 -2.570 0.121
H 4.423 -4.294 0.304
H 2.106 -3.759 1.330
H 0.815 -3.202 0.194
H 2.107 -2.180 0.652
H 6.783 -3.666 -2.032
H 6.382 -2.280 -1.396
C -0.007 -6.308 -4.331
C 0.491 -5.142 -3.383
C -0.561 -4.012 -3.263
O -1.688 -4.466 -2.578
C -2.734 -3.515 -2.462
N 0.766 -5.755 -2.113
H 0.750 -7.052 -4.511
H -0.331 -5.896 -5.303
H -0.808 -6.818 -3.879
H 1.408 -4.651 -3.835
H -0.770 -3.630 -4.276
H 0.009 -3.194 -2.674
H -3.277 -3.410 -3.425
H -2.331 -2.544 -2.215
H -3.345 -3.831 -1.643
H 1.354 -5.156 -1.515
H -0.152 -5.888 -1.732
```

Here are the Löwdin charges for atoms 1 to 99, given in e: 0.451, 0.484, -0.433, -0.165, -0.247, -0.507, 0.115, 0.104, 0.116, -0.233, -0.038, 0.031, 0.082, 0.067, 0.098, 0.110, 0.161, -0.103, -0.085, -0.352, -0.088, 0.076, 0.077, 0.075, 0.077, 0.086, 0.091, -0.071, -0.326, -0.095, 0.084, 0.054, 0.068, 0.119, 0.126, 0.073, -0.075, -0.333, -0.102, 0.070, 0.081, 0.064, 0.118, 0.084, -0.007, -0.057, -0.273, -0.218, 0.098, 0.061, 0.063, 0.064, 0.103, 0.066, -0.068, -0.467, -0.054, -0.072, 0.096, 0.089, 0.066, 0.106, 0.100, 0.076, 0.071, 0.098, -0.037, -0.387, -0.204, -0.274, -0.114, 0.021, 0.069, 0.074, 0.065, 0.122, 0.119, 0.159, 0.097, 0.090, 0.091, 0.082, 0.078, -0.051, -0.414, -0.186, -0.193, -0.126, 0.035, 0.090, 0.070, 0.079, 0.148, 0.091, 0.096, 0.121, 0.080, 0.062, 0.087

No. 3
13 unconnected molecules or ions with the total composition C31H88O23S13. Source: OMol25; level of theory: the ωB97M-V functional and the def2-TZVPD basis.

## Properties
- Net charge: 0
- Energy above the lowest of the compared OMol25 structures with the same formula, charge and spin: 476.45 kJ/mol
- Multiplicity: 1
- Frontier orbital gap: 7.2 eV

Structure (XYZ):
```
155
C31H88O23S13 (the ωB97M-V functional and the def2-TZVPD basis)
O 3.127 0.052 -0.638
S 1.893 0.854 -0.444
O 1.898 2.228 -0.929
O 0.569 -0.039 -0.963
C -0.700 0.482 -0.956
C -1.544 -0.485 -0.144
C 1.448 0.867 1.332
H -1.191 0.780 -1.882
H -0.649 1.432 -0.424
H -2.492 -0.058 0.185
H -1.159 -0.725 0.847
H -1.717 -1.408 -0.697
H 1.567 -0.160 1.678
H 0.424 1.128 1.599
H 2.180 1.521 1.806
O 3.422 -3.648 0.950
S 2.139 -4.383 0.805
O 1.879 -5.283 -0.305
O 1.896 -5.212 2.260
C 2.022 -4.457 3.467
C 0.727 -4.655 4.210
C 0.735 -3.206 0.981
H 2.250 -3.414 3.248
H 2.855 -4.670 4.138
H 0.435 -3.822 4.850
H 0.890 -5.459 4.927
H -0.079 -4.881 3.511
H 0.679 -2.652 1.917
H -0.254 -3.623 0.789
H 0.918 -2.383 0.290
O -4.864 3.700 1.401
S -5.754 3.126 2.404
O -7.208 3.389 2.395
O -5.550 1.446 2.381
C -4.290 0.826 1.991
C -2.915 1.417 2.402
C -4.963 3.617 4.059
H -4.436 0.672 0.922
H -4.409 -0.184 2.382
H -2.184 0.638 2.189
H -3.057 1.585 3.470
H -2.613 2.291 1.825
H -4.521 4.607 3.945
H -4.082 2.981 4.147
H -5.839 3.570 4.707
O -2.177 -5.209 -2.457
S -2.231 -4.136 -3.502
O -3.474 -3.401 -3.803
O -0.898 -3.079 -3.237
C 0.377 -3.498 -2.733
C 1.476 -2.484 -3.181
C -1.637 -4.821 -5.057
H 0.656 -4.451 -3.182
H 0.272 -3.685 -1.664
H 2.457 -2.921 -2.992
H 1.364 -1.650 -2.489
H 1.316 -2.110 -4.192
H -0.846 -5.566 -4.969
H -1.415 -3.894 -5.586
H -2.467 -5.155 -5.680
O 1.299 0.289 -6.107
S 0.368 0.674 -5.053
O 0.984 1.023 -3.736
O -0.540 1.966 -5.445
C -0.729 2.218 -6.823
C 0.391 3.075 -7.409
C -1.066 -0.512 -4.872
H -1.557 2.924 -6.762
H -0.980 1.369 -7.460
H 0.514 3.974 -6.806
H 0.152 3.299 -8.449
H 1.397 2.666 -7.317
H -1.881 0.028 -5.354
H -1.313 -0.741 -3.836
H -0.714 -1.423 -5.357
C -6.203 0.576 -3.073
S -4.580 0.914 -2.316
O -3.536 0.533 -3.362
C -4.678 2.714 -2.115
H -6.158 0.614 -4.161
H -6.767 1.495 -2.915
H -6.738 -0.264 -2.631
H -5.404 3.015 -1.359
H -4.788 3.216 -3.076
H -3.805 3.168 -1.646
C -0.119 4.670 -0.450
S -0.785 4.195 -2.150
O -1.910 5.160 -2.484
C 0.604 4.486 -3.329
H -0.959 4.673 0.245
H 0.359 5.648 -0.398
H 0.538 3.902 -0.042
H 0.219 4.380 -4.343
H 1.383 3.728 -3.244
H 1.049 5.481 -3.340
C 5.607 -1.611 5.009
S 4.178 -1.205 3.886
O 3.055 -1.759 4.640
C 4.080 0.596 4.137
H 6.640 -1.343 4.789
H 5.487 -2.660 5.279
H 5.308 -1.121 5.936
H 4.817 1.096 3.508
H 4.439 0.842 5.136
H 3.087 1.024 3.995
C -0.552 4.270 4.083
S 0.928 3.364 4.626
O 0.476 1.957 4.434
C 2.214 3.702 3.316
H -0.476 4.691 3.081
H -0.711 5.049 4.829
H -1.441 3.642 4.149
H 2.998 2.950 3.232
H 2.525 4.730 3.503
H 1.754 3.909 2.350
C 6.864 -0.288 0.892
S 7.032 1.414 0.146
O 7.122 1.184 -1.376
C 5.387 2.321 0.246
H 6.450 -1.010 0.188
H 6.375 -0.235 1.864
H 7.925 -0.499 1.022
H 4.828 2.026 -0.642
H 5.427 3.409 0.203
H 5.014 1.979 1.211
C 0.279 -0.832 5.862
S -1.275 -0.647 4.799
O -1.107 -1.403 3.500
C -2.549 -1.515 5.863
H 1.138 -0.810 5.192
H 0.433 -1.760 6.414
H 0.309 -0.024 6.592
H -3.443 -1.276 5.287
H -2.547 -1.077 6.861
H -2.316 -2.577 5.940
C -3.533 -5.350 0.830
S -3.508 -3.714 1.731
O -3.000 -2.630 0.772
C -5.334 -3.752 1.752
H -4.151 -5.235 -0.060
H -3.844 -6.212 1.420
H -2.478 -5.500 0.602
H -5.751 -3.786 0.745
H -5.725 -2.917 2.332
H -5.796 -4.617 2.228
C 4.020 -0.552 -4.668
S 4.959 0.425 -3.531
O 6.271 0.658 -4.228
C 4.137 2.035 -3.632
H 4.348 -1.590 -4.619
H 4.273 -0.124 -5.638
H 2.984 -0.411 -4.361
H 4.751 2.845 -3.238
H 3.192 2.049 -3.089
H 4.125 2.403 -4.658
```

Here are the Löwdin charges for atoms 1 to 99, given in e: -0.296, 0.691, -0.313, -0.280, -0.302, -0.067, -0.081, 0.104, 0.091, 0.049, 0.054, 0.073, 0.068, 0.067, 0.030, -0.317, 0.719, -0.288, -0.271, -0.309, -0.055, -0.100, 0.057, 0.121, 0.062, 0.076, 0.081, 0.052, 0.067, 0.047, -0.327, 0.707, -0.306, -0.280, -0.228, -0.073, -0.070, 0.091, 0.114, 0.041, 0.047, 0.078, 0.063, 0.022, 0.062, -0.330, 0.730, -0.294, -0.320, -0.240, -0.027, -0.120, 0.110, 0.085, 0.093, 0.052, 0.067, 0.078, 0.055, 0.071, -0.292, 0.690, -0.326, -0.284, -0.283, -0.068, -0.071, 0.126, 0.125, 0.070, 0.084, 0.072, 0.060, 0.046, 0.051, -0.243, 0.842, -0.567, -0.254, 0.058, 0.036, 0.050, 0.048, 0.065, 0.031, -0.231, 0.843, -0.575, -0.230, 0.032, 0.050, 0.001, 0.029, 0.027, 0.056, -0.216, 0.832, -0.551, -0.247

Largest force on an atom
In order: 0.37, 3.43, 4.60
Unit: eV/A